1.
This record from the OMol25 dataset describes a 2-piece molecular cluster, C5H8NOS overall. The level of theory is the ωB97M-V functional and the def2-TZVPD basis.

Geometry as XYZ:
```
16
Properties=species:S:1:pos:R:3:mulliken_charge:R:1
C 1.625 0.727 -0.050 -0.4542
C 2.306 1.121 -1.110 -0.1744
C 0.301 -0.117 -1.769 -0.0953
C -2.073 -1.932 0.849 -0.2696
C -0.302 -0.676 0.485 -0.0870
N 0.487 -0.026 -0.438 0.1988
O -1.210 -1.493 0.014 -0.2249
S 1.491 0.738 -2.574 -0.0405
H 2.017 0.913 0.920 0.3554
H 3.241 1.626 -1.009 0.4273
H -0.521 -0.499 -2.197 0.4990
H -2.658 -2.737 0.393 0.2823
H -1.184 2.311 1.833 0.2727
H -2.108 -1.500 1.786 0.2831
H -1.106 1.917 1.227 -0.2628
H -0.305 -0.372 1.641 0.2900
```

Its HOMO energy (alpha / beta) is -11.99 / -11.89 eV. The value obtained for the HOMO-LUMO gap (alpha / beta) is 0.25810 / 0.28402 hartree. The charge is +1. For the energy above the lowest of the compared OMol25 structures with the same formula, charge and spin, the calculation gives 118.2 kcal/mol.

2.
This record from the OMol25 dataset describes one molecule with the formula C3H7NS. The level of theory is the ωB97M-V functional and the def2-TZVPD basis.

Geometry as XYZ:
```
12
Properties=species:S:1:pos:R:3:mulliken_charge:R:1
S 2.471 0.246 0.123 -0.1793
C 1.036 -0.767 -0.120 -0.8980
C -0.246 -0.279 0.532 0.2164
C -0.986 0.969 0.035 -0.3808
N -1.382 -0.333 -0.298 -0.5538
H 2.136 1.010 -0.899 0.1067
H 1.013 -1.904 0.181 0.3141
H 1.061 -0.841 -1.168 0.3736
H -0.528 -0.378 1.642 0.3223
H -1.673 1.419 0.849 0.2450
H -0.594 1.579 -0.836 0.1992
H -2.308 -0.721 -0.040 0.2345
```

Its HOMO energy is -9.04 eV. The value obtained for the HOMO-LUMO gap is 0.36888 hartree. The charge is 0. The SMILES is SC[C@H]1CN1. For the energy above the lowest of the compared OMol25 structures with the same formula, charge and spin, the calculation gives 49.4 kcal/mol.

3.
This record from the OMol25 dataset describes a 2-piece molecular cluster, C4H7NSi overall. The level of theory is the ωB97M-V functional and the def2-TZVPD basis.

Geometry as XYZ:
```
13
Properties=species:S:1:pos:R:3:mulliken_charge:R:1
C 1.279 -1.172 0.350 -0.2451
C 1.264 -0.142 -0.651 -0.4981
C 0.633 -0.138 0.940 -0.4997
C 0.092 0.579 -0.247 0.3472
N 0.734 1.054 3.341 -0.2777
Si -1.606 -0.039 -0.829 0.3844
H 1.805 -2.130 0.408 0.3669
H 2.307 0.254 -1.083 0.2045
H 0.113 1.630 -0.056 0.3585
H -0.241 1.525 3.204 0.1982
H -2.587 -1.125 -0.781 -0.1202
H -1.431 0.049 -2.304 -0.1169
H -2.414 1.212 -0.397 -0.1022
```

Its HOMO energy (alpha / beta) is -8.39 / -8.37 eV. The value obtained for the HOMO-LUMO gap (alpha / beta) is 0.29623 / 0.29645 hartree. The charge is 0. For the energy above the lowest of the compared OMol25 structures with the same formula, charge and spin, the calculation gives 176.7 kcal/mol.

4.
This record from the OMol25 dataset describes C27H24N4OPPdS as an isolated structure. The level of theory is the ωB97M-V functional and the def2-TZVPD basis.

Geometry as XYZ:
```
59
Properties=species:S:1:pos:R:3:mulliken_charge:R:1
Pd -0.654 -0.531 -1.052 -0.2000
C -1.556 -4.885 -1.113 -1.5185
C -0.945 -3.529 -0.857 0.7115
N -1.191 -2.494 -1.613 0.0597
N -1.919 -2.622 -2.772 -0.4231
C -2.432 -1.527 -3.364 0.5807
N -3.011 -1.731 -4.555 -0.3846
S -2.428 0.014 -2.657 -0.4521
C -0.128 -3.362 0.314 0.5380
C -0.160 -4.343 1.325 -0.8857
C 0.280 -4.102 2.594 -0.6942
C 0.774 -2.809 2.915 -0.8747
C 0.941 -1.911 1.926 -0.2681
N 0.610 -2.185 0.606 1.0947
H -2.169 -4.895 -2.007 0.3947
H -2.213 -5.157 -0.288 0.3938
H -0.796 -5.659 -1.214 0.3598
H -1.906 -3.502 -3.261 0.3290
H -2.920 -2.594 -5.063 0.1883
H -3.373 -0.929 -5.042 0.2266
H -0.600 -5.301 1.093 0.4514
H 0.220 -4.873 3.350 0.4212
H 1.052 -2.542 3.924 0.4858
H 1.384 -0.944 2.104 0.4373
O 1.423 -1.882 -1.557 -0.4350
C 1.273 -1.396 -0.441 -0.5767
C 2.232 -0.302 0.010 -0.6672
C 3.545 -0.685 0.263 -0.2109
C 4.508 0.273 0.535 -0.8564
C 4.169 1.620 0.548 -0.7721
C 2.860 2.004 0.305 0.0024
C 1.881 1.047 0.041 0.0091
P 0.110 1.396 -0.178 1.6009
C -0.105 2.969 -1.022 0.7467
C -1.350 3.589 -0.890 -0.5657
C -1.629 4.739 -1.608 -0.6846
C -0.672 5.273 -2.463 -0.4842
C 0.561 4.653 -2.603 -0.7795
C 0.847 3.497 -1.888 -0.2947
C -0.484 1.624 1.528 0.1895
C 0.103 2.554 2.386 -0.2408
C -0.329 2.661 3.698 -0.7291
C -1.352 1.842 4.163 -0.5046
C -1.946 0.920 3.315 -0.7403
C -1.513 0.813 1.998 -0.0562
H 3.814 -1.734 0.231 0.5313
H 5.530 -0.032 0.720 0.4219
H 4.925 2.369 0.745 0.4396
H 2.595 3.056 0.319 0.5330
H -2.093 3.174 -0.216 0.3974
H -2.592 5.222 -1.502 0.4154
H -0.890 6.173 -3.024 0.4001
H 1.304 5.069 -3.272 0.4186
H 1.804 3.008 -2.017 0.4598
H 0.898 3.199 2.029 0.2897
H 0.129 3.385 4.359 0.4386
H -1.686 1.928 5.189 0.4103
H -2.747 0.288 3.675 0.4419
H -1.979 0.100 1.332 0.4803
```

Its expectation value of S² is 2.039. As for the multiplicity: 3. Its HOMO energy (alpha / beta) is -9.26 / -11.21 eV. The value obtained for the HOMO-LUMO gap (alpha / beta) is 0.25517 / 0.26707 hartree. The charge is +1.

5.
This record from the OMol25 dataset describes one molecule with the formula C2H4P2. The level of theory is the ωB97M-V functional and the def2-TZVPD basis.

Geometry as XYZ:
```
8
Properties=species:S:1:pos:R:3:mulliken_charge:R:1
P 0.176 -0.471 1.573 -0.0767
C -0.081 0.648 0.004 -0.2983
C 0.089 0.188 -1.398 -0.1844
P 1.341 1.186 -1.057 -0.0719
H 0.973 -1.490 1.184 0.0174
H -1.116 -1.112 1.598 0.0426
H -0.933 1.319 0.370 0.2617
H -0.450 -0.268 -2.275 0.3095
```

Its HOMO energy is -8.56 eV. The value obtained for the HOMO-LUMO gap is 0.31201 hartree. The charge is 0. The SMILES is P[C@@H]1C=P1. For the energy above the lowest of the compared OMol25 structures with the same formula, charge and spin, the calculation gives 40.2 kcal/mol.

6.
This record from the OMol25 dataset describes a 2-piece molecular cluster, C4H6F3NO2 overall. The level of theory is the ωB97M-V functional and the def2-TZVPD basis.

Geometry as XYZ:
```
16
Properties=species:S:1:pos:R:3:mulliken_charge:R:1
C 1.760 1.536 0.199 -0.5183
C 0.218 2.212 1.894 -0.5699
C -1.282 -1.478 -0.531 0.4246
C -0.253 -2.135 -1.431 0.7742
N 0.606 1.877 0.645 -0.0566
O -1.578 -0.300 -0.572 -0.4851
O -2.001 -2.396 0.120 -0.4147
F -0.588 -3.354 -1.938 -0.2260
F -0.063 -1.450 -2.677 -0.2576
F 0.973 -2.155 -0.852 -0.2139
H 2.035 1.400 -0.902 0.2329
H 2.590 1.502 0.837 0.2237
H -0.784 2.470 2.044 0.2837
H 1.183 2.374 2.501 0.1565
H -0.195 1.795 -0.039 0.2647
H -2.623 -1.899 0.704 0.3818
```

Its HOMO energy is -6.66 eV. The value obtained for the HOMO-LUMO gap is 0.24995 hartree. The charge is 0. For the energy above the lowest of the compared OMol25 structures with the same formula, charge and spin, the calculation gives 64.6 kcal/mol.

7.
This record from the OMol25 dataset describes a 2-piece molecular cluster, C8H16N2 overall. The level of theory is the ωB97M-V functional and the def2-TZVPD basis.

Geometry as XYZ:
```
26
Properties=species:S:1:pos:R:3:mulliken_charge:R:1
C 0.128 -2.159 0.554 -1.0717
C 0.749 -1.392 -0.615 0.1543
C 2.173 -0.943 -0.496 0.0849
C 2.467 0.390 -0.361 -0.3740
N 3.776 0.544 -0.236 -0.0191
C 4.292 -0.740 -0.363 -0.2249
N 3.365 -1.641 -0.506 -0.6596
H -0.948 -2.021 0.688 0.2133
H 0.450 -1.735 1.420 0.4563
H 0.030 -3.325 0.348 0.2658
H 0.583 -1.976 -1.557 0.2948
H 0.144 -0.508 -0.913 -0.0460
H 1.658 1.065 -0.287 0.5019
H 4.345 1.276 -0.168 0.0378
H 5.381 -0.874 -0.340 0.3742
C -3.567 0.415 0.327 -1.2154
C -2.124 0.843 0.086 0.1085
C -1.970 2.388 0.342 -1.3695
H -4.277 0.957 -0.365 0.3199
H -3.767 0.791 1.281 0.3647
H -3.527 -0.725 0.535 0.2601
H -1.357 0.502 0.806 0.2213
H -1.950 0.564 -0.991 0.2385
H -2.757 2.853 -0.343 0.2944
H -2.189 2.825 1.284 0.4010
H -1.109 2.625 -0.130 0.3884
```

Its HOMO energy is -8.50 eV. The value obtained for the HOMO-LUMO gap is 0.34270 hartree. The charge is 0. The SMILES is CCc1c[nH]cn1.CCC. For the energy above the lowest of the compared OMol25 structures with the same formula, charge and spin, the calculation gives 57.3 kcal/mol.

8.
This record from the OMol25 dataset describes an isolated ion of composition C7H13N2O and charge +1. The level of theory is the ωB97M-V functional and the def2-TZVPD basis.

Geometry as XYZ:
```
23
Properties=species:S:1:pos:R:3:mulliken_charge:R:1
O -0.101 -2.092 -2.486 -0.5274
C 0.192 -1.319 -1.356 -0.0971
N 1.634 -1.410 -1.079 -0.1527
C 2.304 -0.443 -0.428 0.0423
N 1.679 0.381 0.405 0.0002
C 0.293 0.627 0.536 -0.0463
C -0.419 1.603 -0.046 -0.6181
C -1.828 1.571 0.387 -0.3216
C -1.649 0.949 1.800 -0.9144
C -0.578 -0.104 1.536 -0.2860
H 0.600 -2.046 -3.155 0.3146
H -0.009 -0.383 -1.574 0.4271
H -0.392 -1.729 -0.501 0.0691
H 2.201 -1.985 -1.680 0.2704
H 3.352 -0.711 -0.385 0.3373
H 2.311 0.993 0.827 0.2606
H -0.080 2.155 -0.841 0.5172
H -2.334 0.745 -0.328 0.1828
H -2.322 2.577 0.401 0.3574
H -1.233 1.565 2.516 0.3599
H -2.581 0.482 2.034 0.3773
H 0.064 -0.421 2.376 0.3179
H -1.100 -1.004 1.038 0.1295
```

Its HOMO energy is -13.29 eV. The value obtained for the HOMO-LUMO gap is 0.34588 hartree. The charge is +1. The SMILES is OC/[NH+]=C\NC1=CCCC1. For the energy above the lowest of the compared OMol25 structures with the same formula, charge and spin, the calculation gives 70.2 kcal/mol.

Number 1: electronic energy -19675.654 eV. Number 2: electronic energy -15547.505 eV. Number 3: electronic energy -13618.682 eV. Number 4: electronic energy -59994.442 eV. Number 5: electronic energy -20713.058 eV. Number 6: electronic energy -17979.944 eV. Number 7: electronic energy -11533.499 eV. Number 8: electronic energy -12488.994 eV.